1.
{
  "formula": "C57H44Br4N4O5P2W",
  "method": "ωB97M-V/def2-TZVPD",
  "symbols": ["W", "C", "C", "C", "C", "C", "C", "P", "C", "C", "C", "C", "C", "C", "C", "C", "C", "C", "C", "C", "C", "C", "C", "C", "H", "H", "H", "H", "H", "H", "H", "H", "H", "H", "H", "H", "H", "H", "H", "H", "Br", "C", "C", "Br", "C", "Br", "C", "O", "C", "O", "C", "Br", "N", "P", "C", "C", "C", "C", "C", "C", "C", "C", "C", "C", "C", "C", "C", "C", "C", "C", "C", "N", "H", "H", "H", "H", "H", "H", "H", "H", "H", "H", "H", "H", "H", "H", "H", "O", "C", "O", "C", "C", "C", "C", "C", "C", "H", "H", "H", "H", "H", "N", "C", "N", "C", "C", "O", "C", "C", "H", "H", "H", "H", "H", "H", "H", "H"],
  "positions_angstrom": [[0.087609, -0.137740, -0.726541], [-2.481633, 5.854969, -0.860705], [-3.587051, 5.089869, -0.501493], [-3.483067, 3.711040, -0.430462], [-2.269821, 3.082734, -0.727836], [-1.168292, 3.846802, -1.089514], [-1.278849, 5.231995, -1.150405], [-2.120198, 1.271291, -0.809158], [-3.537024, 0.664659, 0.165950], [-4.419034, -0.288781, -0.344397], [-5.492011, -0.736318, 0.419283], [-5.677714, -0.254872, 1.707676], [-4.786338, 0.675933, 2.232227], [-3.724086, 1.132762, 1.465457], [-2.626303, 0.982328, -2.533644], [-3.812824, 1.448718, -3.037550], [-4.102362, 1.339338, -4.412562], [-3.165906, 0.808373, -5.254330], [-1.928201, 0.330214, -4.763579], [-0.939510, -0.164712, -5.654724], [0.253043, -0.584170, -5.160003], [0.494644, -0.573994, -3.764469], [-0.420837, -0.130180, -2.846471], [-1.657884, 0.379210, -3.369993], [-2.563673, 6.935088, -0.912951], [-4.533145, 5.568102, -0.276478], [-4.349947, 3.132917, -0.141567], [-0.238644, 3.358621, -1.352290], [-0.409738, 5.822537, -1.418181], [-4.288840, -0.654631, -1.355742], [-6.193753, -1.448457, -0.003839], [-6.519173, -0.596708, 2.301064], [-4.914448, 1.046302, 3.242575], [-3.039461, 1.866653, 1.880769], [-4.531744, 1.929625, -2.382093], [-5.048233, 1.704141, -4.797344], [-3.350097, 0.762673, -6.324251], [-1.146443, -0.180016, -6.720642], [1.032583, -0.930201, -5.829794], [1.465024, -0.914039, -3.431121], [-0.812338, 2.469008, 6.025425], [-0.439012, 2.252549, 4.187929], [0.303664, 3.211377, 3.499318], [0.953980, 4.744724, 4.386989], [0.620907, 2.992415, 2.149441], [1.658612, 4.218860, 1.161731], [0.227937, 1.821577, 1.519741], [0.614512, 1.496204, 0.291521], [-0.555786, 0.855854, 2.181078], [-0.903689, -0.201484, 1.512612], [-0.876449, 1.099290, 3.526790], [-1.888376, -0.243160, 4.399658], [3.043275, -1.453579, 0.140903], [2.054964, -0.898407, 1.447367], [2.502822, -2.235672, 2.643859], [1.505087, -3.058008, 3.150236], [1.816244, -4.138238, 3.973839], [3.137197, -4.405341, 4.288142], [4.146840, -3.579940, 3.796516], [3.830986, -2.498109, 2.988685], [3.077664, 0.467150, 2.073710], [2.987149, 0.802099, 3.426889], [3.712441, 1.871374, 3.926756], [4.544408, 2.602375, 3.082069], [4.635157, 2.269541, 1.739310], [3.891287, 1.212166, 1.226634], [2.490549, -2.209396, -0.836740], [3.263229, -3.232997, -1.429141], [2.699202, -4.065340, -2.342516], [1.350526, -3.913138, -2.650995], [0.670568, -2.879643, -2.064081], [1.216114, -2.004031, -1.210794], [3.998557, -1.704236, 0.347631], [0.474890, -2.841302, 2.911057], [1.024742, -4.765538, 4.368766], [3.385125, -5.246623, 4.925163], [5.181373, -3.776456, 4.051969], [4.623523, -1.840147, 2.645629], [2.340805, 0.233909, 4.089573], [3.623127, 2.140615, 4.972595], [5.104170, 3.443909, 3.470834], [5.264149, 2.850982, 1.075245], [3.928753, 0.973289, 0.168757], [4.294749, -3.348902, -1.121546], [3.289215, -4.851675, -2.802536], [0.839492, -4.564180, -3.346986], [-0.363490, -2.707719, -2.300444], [1.325617, 2.419378, -2.542729], [2.163025, 1.628900, -2.175440], [2.021830, 0.492302, -1.531843], [3.615946, 1.932754, -2.438874], [4.028110, 3.256023, -2.510084], [5.366727, 3.559214, -2.725753], [6.294210, 2.536945, -2.896266], [5.881941, 1.211128, -2.836610], [4.546476, 0.911227, -2.593676], [3.286907, 4.035974, -2.389347], [5.687400, 4.593924, -2.763390], [7.336677, 2.774055, -3.079476], [6.601310, 0.412995, -2.982670], [4.211177, -0.116264, -2.524432], [-1.343210, -1.513361, -0.477834], [-2.136745, -2.295692, -0.195494], [-2.776003, -3.182953, 0.522494], [-2.300196, -3.438395, 1.889258], [-3.503092, -3.583915, 2.782726], [-4.389081, -4.589945, 2.292757], [-4.913108, -4.215011, 1.026627], [-3.806629, -4.090417, 0.002879], [-1.692345, -2.587256, 2.197384], [-1.708642, -4.360255, 1.897136], [-4.025718, -2.624682, 2.851858], [-3.184790, -3.889638, 3.776184], [-5.443954, -3.259445, 1.114171], [-5.615099, -4.988921, 0.722226], [-4.186607, -3.704612, -0.941771], [-3.357614, -5.072132, -0.169500]],
  "atomic_forces_ev_per_a": [[0.5, 1.7, 2.2], [0.0, 0.0, 0.0], [0.0, 0.0, 0.0], [0.1, 0.0, 0.0], [0.0, 0.0, 0.3], [0.1, 0.1, -0.1], [0.1, 0.0, 0.0], [0.1, -0.2, -1.1], [0.1, -0.1, 0.1], [-0.1, 0.1, 0.0], [0.1, 0.1, -0.1], [0.0, 0.1, 0.0], [0.0, 0.0, 0.0], [0.0, 0.0, 0.0], [-0.1, 0.0, 0.1], [-0.1, 0.0, -0.1], [0.0, 0.0, 0.2], [0.0, 0.0, 0.0], [0.0, 0.0, -0.1], [-0.2, 0.0, 0.0], [0.1, 0.0, 0.1], [0.1, -0.1, -0.4], [-0.2, 0.3, 0.4], [0.1, -0.2, -0.2], [0.0, -0.1, 0.0], [0.0, 0.0, 0.0], [0.0, 0.0, 0.0], [0.1, 0.0, 0.0], [-0.1, -0.1, 0.0], [0.0, 0.0, 0.0], [0.1, 0.1, 0.0], [0.1, 0.0, 0.0], [0.0, 0.0, -0.1], [-0.1, -0.1, 0.0], [0.0, 0.0, 0.0], [0.1, 0.0, 0.0], [0.0, 0.0, 0.1], [0.0, 0.0, 0.1], [0.0, 0.0, 0.0], [0.1, 0.0, -0.1], [0.0, 0.0, 0.0], [0.1, -0.1, -0.1], [0.0, -0.2, -0.1], [0.0, 0.0, -0.1], [0.0, 0.1, 0.2], [-0.1, -0.1, 0.0], [0.2, -0.1, -0.2], [0.0, 0.6, -0.2], [-0.1, 0.1, 0.6], [0.2, 0.0, -0.9], [0.1, -0.1, -0.1], [0.1, 0.0, 0.0], [0.0, 0.2, 0.3], [0.7, -0.2, -0.1], [-0.2, 0.1, 0.1], [0.0, -0.1, 0.1], [-0.1, 0.1, -0.1], [0.1, 0.0, 0.0], [0.0, 0.0, 0.0], [0.0, 0.0, 0.1], [0.0, -0.1, 0.1], [0.0, 0.0, 0.0], [0.0, 0.0, -0.1], [-0.1, -0.1, 0.0], [0.0, 0.0, 0.0], [0.0, 0.0, 0.0], [0.3, -0.5, -0.4], [0.2, 0.5, 0.4], [-0.1, -0.5, -0.4], [-0.2, -0.1, 0.0], [-0.3, -0.5, -0.4], [0.3, 0.2, 0.3], [0.1, 0.0, 0.0], [-0.1, 0.0, 0.0], [0.0, 0.0, 0.0], [0.0, 0.1, 0.0], [0.0, 0.0, 0.0], [0.0, 0.0, 0.0], [0.0, 0.0, 0.0], [0.0, 0.0, 0.0], [0.0, 0.0, 0.0], [0.0, 0.0, 0.0], [0.0, 0.0, 0.1], [0.0, 0.0, 0.0], [-0.1, 0.1, 0.0], [0.0, 0.0, 0.0], [-0.1, 0.0, -0.1], [-0.7, 0.0, 0.1], [1.0, -0.3, 0.3], [-1.5, 0.1, -0.3], [0.1, -0.1, 0.0], [0.1, 0.1, 0.0], [0.0, 0.0, 0.0], [0.0, 0.0, 0.0], [-0.1, 0.0, 0.0], [0.2, 0.0, 0.0], [0.0, 0.0, 0.0], [0.0, 0.0, 0.0], [-0.1, 0.0, 0.0], [0.0, 0.0, 0.0], [0.0, 0.0, 0.0], [0.3, -0.1, -1.1], [-0.9, -1.2, 1.0], [-0.2, 0.0, -0.4], [0.2, -0.1, -0.1], [-0.3, -0.1, 0.1], [0.1, 0.1, -0.1], [-0.1, 0.1, 0.3], [0.2, 0.2, 0.0], [0.0, 0.0, 0.0], [0.0, 0.0, 0.0], [0.0, 0.1, 0.0], [-0.1, 0.0, 0.1], [0.0, -0.1, 0.0], [0.0, 0.0, 0.0], [0.0, 0.1, 0.0], [0.0, 0.0, 0.0]],
  "lowdin_charge": [1.540, -0.078, -0.078, -0.093, -0.309, -0.086, -0.072, 1.120, -0.333, -0.099, -0.100, -0.086, -0.077, -0.100, -0.296, -0.082, -0.069, -0.032, -0.162, -0.045, -0.065, -0.136, -0.229, -0.177, 0.103, 0.103, 0.099, 0.068, 0.107, 0.103, 0.103, 0.107, 0.106, 0.114, 0.107, 0.103, 0.112, 0.109, 0.104, 0.089, 0.707, -0.760, -0.759, 0.707, -0.613, 0.831, -0.428, -0.347, -0.500, -0.265, -0.638, 0.766, -0.104, 1.132, -0.327, -0.085, -0.078, -0.084, -0.076, -0.092, -0.350, -0.093, -0.077, -0.086, -0.093, -0.082, -0.372, -0.005, -0.062, -0.056, -0.160, -0.038, 0.106, 0.077, 0.104, 0.104, 0.104, 0.109, 0.116, 0.108, 0.106, 0.107, 0.086, 0.117, 0.116, 0.110, 0.097, 0.067, -0.572, -0.226, -0.137, -0.018, -0.079, -0.096, -0.084, -0.037, 0.116, 0.101, 0.099, 0.098, 0.104, 0.002, -0.165, -0.048, -0.098, -0.176, -0.116, -0.185, -0.098, 0.091, 0.137, 0.120, 0.132, 0.100, 0.131, 0.132, 0.131],
  "orbital_gap_ev": [6.2, 6.4],
  "e_lumo_ev": [-0.31, -0.30],
  "spin_multiplicity": 1,
  "e_homo_ev": [-6.531, -6.693]
}

2.
{
  "formula": "C13H20Cl2N4O6W",
  "method": "ωB97M-V/def2-TZVPD",
  "symbols": ["W", "N", "C", "C", "O", "N", "C", "C", "O", "O", "H", "H", "H", "H", "H", "H", "O", "C", "C", "C", "C", "C", "C", "N", "H", "H", "H", "H", "H", "H", "H", "Cl", "C", "Cl", "H", "H", "N", "C", "C", "O", "O", "H", "H", "H", "H", "H"],
  "positions_angstrom": [[-0.076000, -0.315700, -0.183600], [-0.420100, 1.791400, -1.318200], [-1.759500, 1.636500, -1.971900], [-2.712100, 0.932000, -0.979800], [-3.887100, 1.064300, -0.945200], [-1.949700, 0.175000, -0.034900], [-2.384600, 0.422100, 1.345200], [-1.129000, 0.822500, 2.154800], [-1.050500, 1.090700, 3.294300], [-0.019200, 0.724900, 1.305700], [-0.529400, 2.532500, -0.599900], [0.213500, 2.223800, -2.008400], [-1.671600, 1.049200, -2.894600], [-2.214100, 2.603100, -2.235800], [-2.853900, -0.464700, 1.820100], [-3.134900, 1.228500, 1.408100], [1.858000, -1.015100, 1.006700], [3.012500, -0.225500, 0.615000], [2.981500, -0.118000, -0.886800], [4.135000, -0.083300, -1.659000], [4.031200, 0.022400, -3.039800], [2.758600, 0.060300, -3.611300], [1.653200, 0.000400, -2.789500], [1.731800, -0.071800, -1.429500], [2.074500, -1.449100, 1.856000], [3.938000, -0.716500, 0.938600], [2.961600, 0.779200, 1.083000], [5.106900, -0.142500, -1.189200], [4.918100, 0.064300, -3.658500], [2.641500, 0.141200, -4.683100], [0.648600, 0.004800, -3.217300], [-3.439600, -2.419200, 2.920100], [-1.728200, -2.592300, 3.212000], [-0.743100, -2.207600, 1.666800], [-1.468200, -3.632500, 3.430400], [-1.368200, -1.902100, 3.980200], [-2.099800, -4.036400, -3.281500], [-0.803100, -3.881800, -2.582600], [-0.618900, -2.542200, -1.881800], [0.229400, -2.418000, -0.937600], [-1.234300, -1.496300, -2.204100], [-2.091800, -4.899800, -3.859400], [-2.307000, -3.239600, -3.909600], [-2.894700, -4.121100, -2.627200], [0.008400, -3.978700, -3.321200], [-0.659400, -4.692500, -1.857100]],
  "atomic_forces_ev_per_a": [[0.5, -0.4, -0.6], [-0.8, -0.4, 0.2], [-0.7, 0.1, -0.1], [-0.2, 1.2, -2.0], [0.6, -0.4, 0.3], [1.1, -1.0, 1.2], [-0.3, 0.3, 0.4], [-1.9, 0.2, 2.1], [0.1, -0.2, -1.3], [1.7, -0.3, -0.9], [0.3, -0.5, -0.1], [0.2, -0.6, 0.3], [0.0, 0.1, 0.2], [0.2, -0.2, 0.1], [0.4, 0.3, -0.2], [0.2, -0.2, -0.2], [0.1, 0.3, -0.9], [0.6, 0.5, -0.2], [-0.1, -0.2, 0.8], [-0.4, 0.1, 0.0], [-0.2, 0.0, 0.2], [-0.1, 0.0, 0.3], [-0.5, 0.1, -0.3], [-0.2, 0.0, -0.3], [-0.7, 0.0, -0.2], [-0.3, 0.0, 0.0], [0.0, -0.5, -0.1], [0.0, 0.0, 0.1], [0.0, 0.0, 0.0], [-0.1, 0.0, 0.0], [0.3, 0.0, 0.1], [0.5, -0.2, 0.2], [-1.0, 0.4, 0.9], [0.5, -0.6, -0.6], [0.1, 0.2, -0.4], [-0.1, -0.1, -0.2], [-0.6, 0.1, -0.3], [1.0, -0.1, 0.4], [-0.3, 1.3, 0.0], [0.1, 0.6, 1.0], [0.1, 0.2, 0.0], [0.0, 0.3, 0.2], [0.1, -0.3, 0.1], [0.2, 0.0, -0.2], [-0.2, 0.0, 0.2], [-0.2, 0.1, -0.2]],
  "lowdin_charge": [1.997, 0.031, -0.071, -0.421, 0.265, -0.121, -0.076, -0.453, 0.303, -0.203, 0.153, 0.146, 0.136, 0.170, 0.060, 0.177, -0.178, -0.080, -0.191, 0.072, 0.071, 0.031, -0.097, -0.055, 0.156, 0.168, 0.165, 0.157, 0.156, 0.146, 0.115, 0.724, -0.744, 0.691, 0.074, 0.068, 0.232, -0.010, -0.561, -0.147, -0.009, 0.212, 0.194, 0.200, 0.176, 0.171],
  "total_charge": 4,
  "orbital_gap_ev": [6.2, 6.2],
  "e_above_lowest_kj_mol": 652.4,
  "e_lumo_ev": [-16.28, -16.28],
  "spin_multiplicity": 1,
  "e_homo_ev": [-22.462, -22.462]
}